The following is a DFT calculation (ωB97M-V with the def2-TZVPD basis set) of a structure of composition C12H30AlF3N4O11PS2 in a non-equilibrium geometry.

total charge	+1
highest occupied orbital energy	-11.974	eV
multiplicity	1
HOMO-LUMO gap	2.415	eV
energy above the lowest of the compared OMol25 structures with the same formula, charge and spin	429.4	kJ/mol

XYZ file:
```
64
Properties=species:S:1:pos:R:3:lowdin_charge:R:1
Al 0.225 -1.727 1.494 1.305
N 1.673 -3.501 -0.205 -0.327
S 3.164 -3.891 -0.180 0.482
O 4.050 -3.009 -0.992 -0.281
O 3.400 -5.341 -0.008 -0.224
F 3.280 -3.272 1.292 -0.215
S 1.474 -4.295 -1.658 0.552
O 0.991 -5.668 -1.568 -0.238
O 2.125 -3.898 -2.883 -0.256
F 0.048 -3.523 -1.864 -0.257
F 1.820 -0.836 3.772 -0.421
O -0.041 -0.266 -1.058 -0.334
P 0.111 0.654 -2.256 0.717
N -0.031 2.341 -1.876 -0.281
C 1.222 3.003 -1.538 -0.086
C -1.212 2.888 -1.358 -0.114
N -1.027 0.416 -3.500 -0.235
C -1.723 -0.801 -3.711 -0.075
C -1.275 1.439 -4.536 -0.050
N 1.621 0.520 -3.146 -0.184
C 2.321 -0.701 -3.314 -0.079
C 2.139 1.508 -4.106 -0.074
H 1.805 3.377 -2.379 0.075
H 1.910 2.369 -0.978 0.085
H 0.926 3.765 -0.817 0.098
H -2.105 2.673 -1.945 0.087
H -1.178 3.977 -1.308 0.108
H -1.475 2.547 -0.357 0.075
H -1.209 -1.426 -4.442 0.113
H -1.791 -1.327 -2.759 0.090
H -2.708 -0.656 -4.154 0.108
H -0.587 2.270 -4.377 0.071
H -1.243 0.977 -5.522 0.106
H -2.311 1.770 -4.460 0.103
H 2.576 -1.177 -2.367 0.086
H 1.812 -1.475 -3.889 0.109
H 3.290 -0.574 -3.795 0.115
H 2.267 1.103 -5.110 0.110
H 3.111 1.847 -3.748 0.114
H 1.469 2.359 -4.233 0.068
C -2.365 2.466 2.910 0.024
O -0.993 2.729 3.340 0.024
C 0.022 2.179 2.731 -0.541
O 0.018 1.216 1.896 -0.051
O 1.153 2.757 3.213 0.009
C 2.411 2.362 2.595 -0.010
H -3.126 3.044 3.435 0.105
H -2.590 1.435 3.182 0.086
H -2.351 2.534 1.822 0.079
H 2.415 2.802 1.598 0.074
H 2.407 1.283 2.441 0.071
H 3.317 2.713 3.090 0.105
C -0.511 -0.892 5.943 -0.065
O -1.735 -1.526 5.831 0.000
C -2.339 -1.833 4.638 -0.516
O -1.937 -1.613 3.532 0.027
O -3.491 -2.543 4.911 -0.013
C -4.473 -2.789 3.857 -0.016
H -0.345 -0.025 5.303 0.088
H 0.267 -1.623 5.724 0.092
H -0.410 -0.637 6.998 0.106
H -5.208 -3.476 4.276 0.099
H -4.024 -3.130 2.925 0.088
H -5.025 -1.873 3.646 0.091
```


The following is a DFT calculation (ωB97M-V with the def2-TZVPD basis set) of a cluster of 2 separate species, CH2INO in total in a non-equilibrium geometry.

highest occupied orbital energy	-8.939	eV
multiplicity	1
HOMO-LUMO gap	8.925	eV
energy above the lowest of the compared OMol25 structures with the same formula, charge and spin	186.5	kJ/mol

XYZ file:
```
6
Properties=species:S:1:pos:R:3:lowdin_charge:R:1
C -1.974 0.776 0.894 -0.109
N 0.749 -0.275 -0.986 -0.522
O -2.110 -0.018 1.685 -0.092
I 0.860 -0.372 0.986 0.832
H 1.446 -0.779 -1.438 -0.056
H 1.029 0.668 -1.142 -0.053
```


The following is a DFT calculation (ωB97M-V with the def2-TZVPD basis set) of a cluster of 2 separate species, CH6NS in total.

total charge	-1
highest occupied orbital energy	-2.592	eV
multiplicity	1
HOMO-LUMO gap	6.684	eV
energy above the lowest of the compared OMol25 structures with the same formula, charge and spin	17.8	kJ/mol

XYZ file:
```
9
Properties=species:S:1:pos:R:3:lowdin_charge:R:1
S -2.367 0.619 2.172 -0.388
H -1.149 0.103 2.420 -0.509
C 0.717 -0.517 -0.957 -0.222
N 0.530 0.752 -0.243 -0.072
H 0.642 -1.387 -0.306 0.060
H 1.679 -0.594 -1.465 0.041
H -0.014 -0.690 -1.752 0.057
H -0.321 1.182 -0.590 0.035
H 0.284 0.533 0.720 -0.003
```


The following is a DFT calculation (ωB97M-V with the def2-TZVPD basis set) of a structure of composition C18H30F3MgN3O6S in a non-equilibrium geometry.

total charge	+2
highest occupied orbital energy	-10.979	eV
multiplicity	1
HOMO-LUMO gap	2.025	eV

XYZ file:
```
62
Properties=species:S:1:pos:R:3:lowdin_charge:R:1
C -3.039 -2.834 -2.565 -0.096
C -1.878 -3.662 -2.000 -0.240
C -1.590 -3.547 -0.502 -0.176
C -1.289 -2.131 0.022 -0.340
C -0.448 -2.204 1.316 -0.058
C -2.551 -1.330 0.306 -0.107
O -2.280 0.103 0.352 0.001
C -1.996 0.648 -0.841 -0.506
O -2.733 0.655 -1.773 0.175
C -0.609 1.269 -0.898 -0.035
C 0.006 0.966 -2.229 -0.192
O 1.036 0.346 -2.342 0.026
H -3.881 -2.751 -1.882 0.070
H -3.417 -3.338 -3.455 0.073
H -2.710 -1.853 -2.909 0.064
H -0.972 -3.432 -2.566 0.102
H -2.108 -4.710 -2.201 0.108
H -0.685 -4.131 -0.315 0.107
H -2.371 -4.025 0.096 0.131
H -0.651 -1.627 -0.713 0.128
H -1.086 -2.310 2.194 0.084
H 0.245 -3.044 1.302 0.074
H 0.115 -1.277 1.469 0.056
H -2.937 -1.570 1.295 0.136
H -3.348 -1.500 -0.410 0.106
H 0.007 0.843 -0.109 0.109
H -0.686 2.349 -0.756 0.146
H -0.534 1.324 -3.111 0.150
N 3.415 -0.188 -0.758 0.330
H 3.166 -0.840 -0.012 0.157
H 3.726 0.698 -0.363 0.134
H 4.175 -0.587 -1.316 0.167
H 2.593 -0.025 -1.363 0.094
N 3.400 1.815 2.479 -0.016
C 4.266 2.842 2.768 -0.125
C 4.129 3.135 4.093 -0.094
C 3.139 2.262 4.627 -0.101
C 2.700 1.459 3.610 -0.132
H 3.299 1.396 1.578 0.094
H 4.911 3.262 2.016 0.111
H 4.685 3.882 4.632 0.096
H 2.813 2.224 5.652 0.086
H 1.974 0.665 3.593 0.103
C 1.107 6.479 6.018 -0.575
F 1.089 6.094 4.771 0.213
F 1.521 7.696 6.139 0.246
F -0.316 6.466 6.436 -0.016
S 1.982 5.280 7.135 0.544
O 3.297 5.217 6.636 -0.164
O 1.121 4.050 6.929 -0.366
O 1.697 5.806 8.444 -0.242
Mg -0.488 4.807 7.597 1.347
N -2.449 -4.204 -7.036 0.009
C -3.013 -3.047 -7.496 -0.132
C -2.314 -1.997 -6.964 -0.112
C -1.284 -2.547 -6.151 -0.129
C -1.395 -3.912 -6.217 -0.152
H -2.761 -5.129 -7.268 0.147
H -3.858 -3.068 -8.161 0.110
H -2.516 -0.955 -7.140 0.089
H -0.546 -2.001 -5.586 0.079
H -0.816 -4.694 -5.757 0.104
```


The following is a DFT calculation (ωB97M-V with the def2-TZVPD basis set) of a structure of composition C18H23EuN3O6S2Se2 in a non-equilibrium geometry.

total charge	-2
highest occupied orbital energy (spin up / spin down)	0.424 / 0.423	eV
multiplicity	8
HOMO-LUMO gap (spin up / spin down)	3.270 / 3.262	eV
⟨S²⟩	15.795

XYZ file:
```
55
Properties=species:S:1:pos:R:3:lowdin_charge:R:1
Eu 0.439 0.402 0.875 1.727
O 0.897 -3.897 -0.615 0.005
C 0.980 -2.866 0.057 -0.627
O 0.130 -2.033 0.450 -0.186
C 2.435 -2.416 0.344 -0.146
C 3.600 -3.210 0.211 -0.009
C 4.786 -2.640 0.544 -0.100
C 4.845 -1.363 1.056 0.018
C 3.632 -0.586 1.222 -0.150
N 2.524 -1.157 0.763 0.068
C 3.541 0.786 1.812 -0.651
O 4.610 1.233 2.222 0.022
O 2.414 1.358 1.744 -0.198
H 3.559 -4.287 -0.059 0.121
H 5.674 -3.204 0.532 0.084
H 5.807 -0.885 1.359 0.120
O 0.245 0.275 -1.319 -0.462
C -0.478 0.942 -2.251 -0.392
C 0.061 2.367 -2.623 -0.539
C -1.123 3.307 -3.060 -0.253
O -0.743 4.668 -3.001 -0.088
C 1.080 2.294 -3.709 -0.705
Se 2.949 1.938 -3.291 0.142
C 0.767 3.005 -1.325 -0.616
Se -0.443 3.336 0.225 0.246
H -1.509 -1.189 -0.811 0.117
H -1.521 1.060 -1.851 0.008
H -0.534 0.341 -3.246 0.131
H -1.916 3.070 -2.361 0.067
H -1.448 3.042 -4.091 0.122
H -1.262 5.284 -3.523 0.071
H 1.332 3.182 -4.330 0.012
H 0.819 1.480 -4.372 0.009
H 1.211 4.013 -1.531 0.052
H 1.559 2.315 -1.009 -0.039
C 0.530 0.592 4.867 -0.373
S -0.278 -0.625 3.719 0.708
C -1.954 0.015 3.731 -0.468
H -0.048 1.570 4.964 0.066
H 1.544 0.733 4.489 0.016
H 0.664 0.256 5.909 0.024
H -2.106 1.127 3.941 0.071
H -2.520 -0.447 4.557 0.019
H -2.528 -0.306 2.820 0.005
S -2.890 0.892 0.125 0.551
C -3.370 -0.748 -0.179 -0.799
N -4.587 -1.216 -0.014 0.022
C -4.999 -2.507 -0.395 -0.125
C -3.990 -3.401 -0.660 -0.110
C -2.652 -2.952 -0.631 -0.084
N -2.435 -1.616 -0.540 0.030
H -5.258 -0.461 0.189 0.135
H -6.055 -2.743 -0.322 0.091
H -4.218 -4.482 -0.841 0.108
H -1.770 -3.648 -0.767 0.127
```


The following is a DFT calculation (ωB97M-V with the def2-TZVPD basis set) of a structure of composition C10H10N5O5S2 in a non-equilibrium geometry.

total charge	-1
highest occupied orbital energy	-4.778	eV
multiplicity	1
HOMO-LUMO gap	6.529	eV

XYZ file:
```
32
Properties=species:S:1:pos:R:3:lowdin_charge:R:1
C -0.963 3.324 -1.336 -0.196
C -0.771 3.027 0.148 -0.165
N 0.207 1.934 0.289 -0.187
C 0.377 1.362 1.568 -1.192
S -0.952 0.934 2.531 0.751
S 1.914 1.074 2.164 0.587
C 1.474 2.170 -0.405 -0.248
C 1.180 2.440 -1.865 -0.196
O 0.276 3.541 -2.020 -0.157
H -1.517 2.491 -1.809 0.126
H -1.504 4.273 -1.485 0.124
H -0.403 3.957 0.628 0.133
H -1.713 2.731 0.626 0.092
H 2.018 3.035 0.021 0.120
H 2.091 1.257 -0.315 0.082
H 2.101 2.763 -2.377 0.124
H 0.774 1.521 -2.328 0.127
O -0.463 -1.827 1.000 0.024
N -1.473 -2.152 1.653 -0.359
C -1.545 -1.848 3.052 -0.222
C -0.481 -1.096 3.662 -0.158
C -0.483 -1.296 5.056 -0.112
N 0.467 -0.907 5.982 -0.162
O 1.472 -0.231 5.914 0.062
O 0.061 -1.505 7.251 -0.019
N -1.088 -2.269 7.086 0.100
C -1.411 -2.150 5.752 -0.316
N -2.392 -2.814 5.135 0.090
C -2.482 -2.604 3.813 -0.044
O -2.441 -2.750 1.131 -0.006
H 0.555 -0.999 3.235 0.075
H -3.273 -3.144 3.276 0.120
```


The following is a DFT calculation (ωB97M-V with the def2-TZVPD basis set) of the molecule H4P4S in a non-equilibrium geometry.

highest occupied orbital energy (spin up / spin down)	-7.814 / -9.073	eV
multiplicity	3
HOMO-LUMO gap (spin up / spin down)	7.055 / 6.733	eV
energy above the lowest of the compared OMol25 structures with the same formula, charge and spin	37.6	kJ/mol
⟨S²⟩	2.008

XYZ file:
```
9
Properties=species:S:1:pos:R:3:lowdin_charge:R:1
P 0.826 2.296 -0.184 0.156
P -0.389 -0.792 -1.615 0.393
P -0.503 0.240 1.963 0.388
P -0.753 0.790 -0.106 -0.165
S 1.883 1.413 -2.249 -0.110
H -1.102 -1.612 -0.776 -0.212
H 0.933 -1.009 -0.815 -0.104
H 0.616 -0.682 2.056 -0.135
H -1.513 -0.645 1.727 -0.210
```


The following is a DFT calculation (ωB97M-V with the def2-TZVPD basis set) of the molecule C10H17N5S in a non-equilibrium geometry.

highest occupied orbital energy	-8.294	eV
SMILES	NCCCCCCNc1nsc2nccn12
multiplicity	1
HOMO-LUMO gap	8.907	eV
energy above the lowest of the compared OMol25 structures with the same formula, charge and spin	314.8	kJ/mol

XYZ file:
```
33
Properties=species:S:1:pos:R:3:lowdin_charge:R:1
N 2.422 -1.767 -0.285 -0.050
C 2.177 -0.338 -0.054 -0.314
C 1.898 0.691 -1.197 -0.234
C 1.764 2.171 -0.792 -0.215
C 0.724 2.577 0.290 -0.242
C -0.730 2.706 -0.176 -0.185
C -1.176 1.448 -0.955 -0.255
N -1.504 0.459 0.013 0.018
C -1.401 -0.921 -0.260 -0.481
N -1.046 -1.502 -1.357 -0.248
S -1.270 -3.218 -1.410 0.948
C -1.949 -3.130 0.282 -0.549
N -2.218 -4.047 1.201 0.058
C -2.270 -3.209 2.412 -0.116
C -1.862 -1.931 2.106 -0.111
N -1.735 -1.780 0.725 -0.020
H 3.345 -1.981 -0.796 0.088
H 1.685 -2.436 -0.773 0.089
H 1.278 -0.170 0.663 0.106
H 3.110 0.166 0.393 0.127
H 2.617 0.462 -2.128 0.151
H 0.891 0.511 -1.580 0.026
H 2.672 2.475 -0.334 0.079
H 1.493 2.915 -1.655 0.145
H 0.818 1.777 1.126 0.118
H 1.069 3.506 0.741 0.098
H -0.740 3.581 -0.911 0.121
H -1.618 2.736 0.730 0.167
H -0.426 0.959 -1.680 0.107
H -2.138 1.533 -1.517 0.127
H -2.153 0.627 0.869 0.180
H -2.332 -3.710 3.419 0.111
H -1.394 -1.159 2.887 0.156
```


Electronic energy in eV, matching the order above: -87106.1768; -12706.1543; -13460.3226; -60324.0659; -207487.6102; -49884.2081; -48051.4496; -28927.7356